No. 1
{
  "formula": "C5H14Si3",
  "method": "wB97M-V/def2-TZVPD",
  "symbols": ["C", "C", "C", "C", "C", "Si", "Si", "Si", "H", "H", "H", "H", "H", "H", "H", "H", "H", "H", "H", "H", "H", "H"],
  "positions_angstrom": [[3.111696, -2.923146, 0.451318], [2.755996, -1.830207, 0.045942], [-1.702144, -0.565209, 1.535926], [-2.771130, -0.909054, -1.303302], [-1.393608, 2.047374, -0.238587], [3.046656, 1.533662, 0.112149], [2.118452, -0.363618, -0.764343], [-1.535910, 0.080242, -0.295695], [3.237200, -3.900837, 0.828828], [-1.980260, -1.595533, 1.705202], [-0.873398, -0.503862, 2.188328], [-2.463126, 0.142587, 1.949686], [-2.553794, -1.915845, -0.974568], [-3.722912, -0.699806, -0.888740], [-2.841666, -0.866777, -2.458554], [-0.356040, 2.315540, -0.123470], [-1.753346, 2.408766, -1.239761], [-1.934992, 2.546581, 0.615407], [1.871754, 2.467763, -0.086897], [4.247232, 2.197247, -0.232258], [3.319000, 0.974265, 1.469673], [2.174338, -0.640139, -2.296277]],
  "forces_ev_per_a": [[-0.8, 1.1, -0.3], [0.6, -1.3, 0.2], [-1.2, 1.0, -0.9], [0.3, 0.4, -1.7], [-1.4, -0.7, -0.3], [-1.5, -0.4, 0.6], [0.6, -0.2, -1.6], [0.9, 0.4, 1.0], [0.3, -0.3, 0.2], [-0.7, -0.3, -0.5], [1.4, 0.7, 0.4], [0.3, -0.7, 0.0], [0.2, -0.5, -0.2], [-1.4, 0.3, 0.2], [0.4, 0.1, 2.1], [0.4, 0.0, -0.1], [0.3, 0.0, 1.0], [0.2, -0.6, -1.0], [0.6, 0.0, 0.5], [1.1, 0.5, -0.7], [-0.4, 0.4, 0.1], [-0.2, 0.2, 1.1]],
  "s_squared": 2.01,
  "spin_multiplicity": 3,
  "total_energy_ev": -29038.8481,
  "homo_ev": [-5.96, -9.78]
}

---

No. 2
{
  "formula": "C20H24N4O2",
  "method": "wB97M-V/def2-TZVPD",
  "symbols": ["C", "H", "H", "H", "C", "C", "C", "C", "C", "C", "C", "H", "H", "C", "N", "C", "C", "N", "C", "H", "C", "H", "H", "C", "C", "O", "N", "H", "H", "C", "H", "C", "H", "H", "H", "H", "H", "O", "C", "N", "H", "H", "C", "H", "H", "H", "C", "H", "H", "H"],
  "positions_angstrom": [[6.351004, 1.698446, -0.113286], [6.226938, 1.936147, -1.235984], [7.535513, 1.873556, -0.088354], [5.876896, 2.390698, 0.429719], [5.880179, 0.095261, -0.013701], [4.302549, -0.017771, 0.023795], [3.711556, -1.308884, 0.409211], [2.429552, -1.396484, -0.015358], [1.547663, -0.367680, -0.405424], [2.180098, 0.814695, -0.591379], [3.438977, 1.280995, -0.422246], [3.771953, 2.163022, -0.762031], [1.514079, 1.480371, -1.013150], [0.209329, -0.555255, -0.413660], [-0.442421, -1.762169, -0.317156], [-1.828947, -1.540984, -0.335329], [-1.839697, -0.354337, -0.847447], [-2.954999, 0.484645, -1.272823], [-4.135586, 0.068254, -1.457181], [-4.822924, 0.563216, -2.038636], [-4.999308, 0.065403, -0.122298], [-5.035345, -0.797366, 0.633076], [-6.009224, 0.428588, -0.139719], [-4.368376, 1.229115, 0.986168], [-3.046665, 0.917852, 1.329691], [-1.941835, 1.426510, 1.566791], [-3.157516, -0.562673, 2.305104], [-3.936067, -0.814783, 2.237045], [-2.431646, -0.756182, 2.899980], [-3.945608, 2.330918, -0.026241], [-3.585602, 3.305761, 0.451236], [-2.952333, 1.950287, -1.272068], [-3.096268, 2.508257, -2.081303], [-1.951131, 2.140182, -0.826132], [-4.932425, 2.629212, -0.582416], [-4.974838, 1.701144, 1.619973], [-4.142758, -1.073160, -1.883180], [-0.647779, 0.367352, -0.635962], [-2.782355, -2.391026, -0.183303], [-3.734197, -3.031610, 0.160872], [2.109993, -2.464316, 0.478468], [4.294896, -1.921177, 0.806087], [6.140539, -0.058841, 1.627121], [5.647589, 0.507645, 2.293479], [5.900723, -0.979296, 1.801554], [7.461291, 0.077507, 1.729388], [6.679306, -0.802682, -0.753070], [6.443926, -0.656219, -1.791215], [7.698677, -0.459839, -0.806879], [6.237576, -1.662721, -0.509598]],
  "forces_ev_per_a": [[3.6, -4.0, -6.0], [-0.3, 0.1, 1.4], [-2.5, -0.8, 0.7], [-1.9, 2.2, 2.3], [-2.3, 7.2, 6.8], [0.8, 2.7, -1.5], [-2.6, 10.8, -5.9], [-2.5, -5.0, 3.9], [5.8, -2.4, 1.4], [-1.1, 2.7, -0.8], [1.6, -9.9, 2.5], [1.4, 2.9, -0.9], [-1.4, 2.1, -0.7], [-4.8, -7.2, 0.2], [3.6, 0.4, 1.8], [7.3, 2.4, -2.2], [-3.6, 8.1, -0.7], [8.8, 3.0, -0.4], [-7.7, -8.8, 1.3], [-0.6, 1.8, -2.3], [0.8, 0.3, 5.1], [0.2, 0.4, -2.1], [-0.6, 0.0, -0.9], [2.4, -0.5, -9.0], [5.5, -5.2, 9.3], [-3.7, -0.3, -2.3], [12.9, 9.5, -3.9], [-14.5, -5.9, -0.3], [1.4, -0.7, 1.5], [-2.5, 3.8, -3.2], [-0.3, -1.5, -0.5], [2.7, -2.5, 8.4], [-1.0, 1.5, -3.8], [-0.5, 0.7, -0.7], [1.4, -0.2, 1.1], [-2.4, 1.0, 3.1], [-0.2, 2.5, 1.0], [-3.6, 1.7, -2.3], [-9.1, -7.3, 3.1], [3.9, 2.2, -1.8], [-0.6, 2.5, -2.1], [4.4, -5.9, 3.2], [7.2, 2.2, -5.1], [-1.7, 2.7, 1.8], [-0.9, -5.8, 1.5], [-4.1, -0.5, 0.1], [0.9, 2.6, -3.2], [-0.6, -0.1, -1.0], [0.8, -1.1, 1.1], [0.1, -4.6, 0.9]],
  "spin_multiplicity": 1,
  "total_energy_ev": -31168.8924,
  "homo_ev": -7.54,
  "smiles": "CC(C)(C)c1ccc(-c2nc(C#N)c(N3CCC(C(N)=O)CC3)o2)cc1"
}

---

No. 3
{
  "formula": "C2H2N2O2S2",
  "method": "wB97M-V/def2-TZVPD",
  "symbols": ["C", "C", "H", "H", "N", "N", "O", "O", "S", "S"],
  "positions_angstrom": [[-1.386635, -0.640109, 0.032415], [0.910854, -0.331553, -0.050647], [-0.940407, 2.016266, 1.382923], [-1.158552, -2.604201, -0.333456], [-0.330030, 0.323696, -0.051988], [-0.786757, -1.825395, 0.247056], [-2.572309, -0.465604, -0.229575], [0.629903, -1.733690, 0.069269], [-0.677906, 1.985384, -0.002633], [2.447306, 0.172376, -0.061311]],
  "forces_ev_per_a": [[-1.7, 1.5, -2.1], [-0.2, -1.1, 0.7], [0.3, 0.1, -1.4], [0.4, 0.7, 0.7], [0.1, -1.3, 0.4], [0.4, -2.2, -0.4], [2.1, -0.1, 1.1], [-0.7, 2.4, -0.2], [0.1, -0.1, 1.4], [-0.8, 0.1, -0.2]],
  "spin_multiplicity": 1,
  "total_energy_ev": -30850.0919,
  "homo_ev": -9.56,
  "smiles": "O=c1[nH]oc(=S)n1S"
}

---

No. 4
{
  "formula": "F3NO2S",
  "method": "wB97M-V/def2-TZVPD",
  "symbols": ["N", "O", "O", "F", "F", "F", "S"],
  "positions_angstrom": [[-1.047111, -0.203613, -0.325455], [0.893707, -1.495792, 0.781241], [1.088795, 1.137166, 1.075146], [-1.603211, 0.073671, 0.847037], [-1.152555, 0.941374, -1.109967], [1.275444, -0.473087, -1.320212], [0.676370, -0.278059, 0.165672]],
  "forces_ev_per_a": [[1.0, -0.4, -1.6], [0.0, -2.1, 1.1], [-1.8, -6.2, -5.0], [-0.9, 0.7, 0.9], [0.0, -0.3, 0.7], [-0.8, 1.1, 1.6], [2.6, 7.2, 2.3]],
  "spin_multiplicity": 1,
  "total_energy_ev": -24565.6558,
  "homo_ev": -12.01,
  "smiles": "O=S(=O)(F)N(F)F"
}

---

No. 5
{
  "formula": "C6H12ClN2",
  "method": "wB97M-V/def2-TZVPD",
  "symbols": ["C", "C", "C", "C", "C", "C", "N", "N", "Cl", "H", "H", "H", "H", "H", "H", "H", "H", "H", "H", "H", "H"],
  "positions_angstrom": [[1.685712, 0.639274, -1.334673], [2.494975, 1.788932, -0.860752], [0.403761, 0.801662, -1.971867], [-1.797476, -0.216732, 2.288255], [-1.763395, -2.025963, 0.574237], [-0.996165, -0.901848, 1.188802], [0.135121, -0.478076, 0.932329], [1.178418, -0.037542, 0.733959], [2.444993, -0.914357, -1.542797], [2.827591, 2.370654, -1.741953], [3.464661, 1.489569, -0.229403], [1.838328, 2.436104, -0.381222], [-0.238031, 1.500420, -1.617713], [-0.046929, -0.263901, -2.229879], [0.688401, 1.127477, -2.945283], [-1.421258, 0.623993, 2.747186], [-1.964020, -0.934239, 3.142686], [-2.921888, -0.072230, 1.998251], [-1.228266, -3.037264, 0.525115], [-2.042547, -1.750369, -0.432075], [-2.741986, -2.145564, 1.156796]],
  "forces_ev_per_a": [[1.1, -1.3, 1.9], [3.1, -1.6, -0.4], [0.5, -4.9, -2.0], [-3.1, -2.4, 0.0], [-0.3, -2.0, 0.3], [-3.4, -0.1, 2.0], [1.1, 0.4, -0.7], [1.1, 0.2, -0.6], [-0.2, 1.4, -0.2], [0.1, -0.4, 0.1], [-2.5, 0.6, -1.4], [-1.0, 1.2, 1.3], [-1.9, 2.0, 1.5], [0.5, 2.3, 0.9], [0.2, 0.5, -1.3], [1.1, 2.1, 0.5], [0.6, 0.2, -0.8], [2.2, 0.1, 0.0], [-0.6, 1.5, 0.2], [-0.1, 0.0, -0.4], [1.6, 0.0, -0.8]],
  "charge": 1,
  "spin_multiplicity": 1,
  "total_energy_ev": -21908.5553,
  "homo_ev": [-12.56, -12.55]
}

---

No. 6
{
  "formula": "C3H9NO2",
  "method": "wB97M-V/def2-TZVPD",
  "symbols": ["C", "C", "O", "N", "C", "O", "H", "H", "H", "H", "H", "H", "H", "H", "H"],
  "positions_angstrom": [[-0.628444, -0.216403, 0.072378], [-1.264060, 0.851876, -0.819183], [-2.643446, 0.619090, -0.831646], [0.622839, 0.176095, 0.648058], [1.755875, -0.727137, 0.868205], [1.928229, -1.597071, -0.180209], [-0.488021, -1.141539, -0.499579], [-1.259333, -0.463616, 0.946306], [-0.975432, 1.844448, -0.490657], [-0.862601, 0.757046, -1.833178], [-3.109905, 1.436956, -1.043894], [0.556876, 0.932930, 1.327950], [1.503545, -1.280619, 1.780005], [2.640091, -0.088588, 1.010516], [2.223785, -1.103472, -0.955066]],
  "forces_ev_per_a": [[0.4, -1.0, -0.6], [-0.1, 0.2, -0.4], [0.0, 0.2, 0.3], [-0.5, -0.3, 0.8], [0.4, 0.4, -0.9], [-0.4, 0.0, 0.1], [0.0, 0.2, 0.3], [-0.2, 0.3, -0.1], [-0.2, 0.4, 0.3], [0.2, -0.2, 0.1], [0.0, -0.1, 0.0], [0.2, 0.3, -0.2], [0.2, -0.1, 0.1], [-0.2, -0.1, 0.4], [0.2, -0.2, -0.1]],
  "s_squared": 0.75,
  "charge": 1,
  "spin_multiplicity": 2,
  "total_energy_ev": -8832.6694,
  "homo_ev": [-14.89, -14.88]
}

---

No. 7
{
  "formula": "H3N2O3S",
  "method": "wB97M-V/def2-TZVPD",
  "symbols": ["N", "N", "O", "O", "O", "S", "H", "H", "H"],
  "positions_angstrom": [[-1.544740, -0.298234, -0.086086], [-0.481502, 0.084432, 0.872479], [2.032554, 0.495594, 0.903191], [0.640913, 0.959385, -1.137673], [1.198411, -1.431613, -0.454303], [1.038453, 0.056274, -0.055025], [-1.253186, 0.340008, -0.949530], [-1.182264, -1.326618, -0.123342], [-0.448641, 1.120775, 1.030291]],
  "forces_ev_per_a": [[2.2, 0.3, -0.1], [1.1, 0.8, -0.2], [0.0, 0.5, -0.5], [1.2, 0.0, -0.4], [-0.4, 4.0, 0.6], [-1.1, -4.3, 0.3], [-0.8, -2.5, 1.5], [-1.2, 2.3, -1.2], [-0.9, -1.0, 0.0]],
  "charge": -1,
  "spin_multiplicity": 1,
  "total_energy_ev": -20006.9400,
  "homo_ev": -5.07,
  "smiles": "NNS(=O)(=O)[O-]"
}

---

No. 8
{
  "formula": "C6H10O",
  "method": "wB97M-V/def2-TZVPD",
  "symbols": ["C", "C", "O", "C", "C", "C", "C", "H", "H", "H", "H", "H", "H", "H", "H", "H", "H"],
  "positions_angstrom": [[1.597108, 0.928606, 1.115943], [1.124357, -0.617357, -1.090066], [1.120964, -0.339939, 0.694530], [-0.316461, -0.581725, 0.598180], [-1.236616, 0.582443, 0.183455], [-1.384111, -0.051183, -1.225133], [-0.320912, -1.103170, -0.837037], [1.209420, 1.158943, 2.114382], [2.684742, 0.845550, 1.147148], [1.321476, 1.700108, 0.392563], [1.774806, -1.508770, -1.029592], [-0.623476, -1.176851, 1.463257], [-0.775205, 1.571941, 0.201849], [-2.156315, 0.621340, 0.774583], [-2.383283, -0.459456, -1.405679], [-1.085352, 0.585025, -2.061888], [-0.551138, -2.155509, -1.036487]],
  "forces_ev_per_a": [[0.1, 0.2, 0.1], [-0.1, -0.3, 0.2], [0.1, 0.0, -0.1], [-0.1, -0.1, 0.1], [0.0, 0.1, 0.1], [-0.1, 0.0, -0.1], [0.0, -0.1, -0.1], [0.0, 0.0, -0.1], [-0.1, 0.0, 0.0], [0.0, -0.1, 0.1], [-0.1, 0.2, 0.0], [0.0, 0.1, -0.1], [-0.1, -0.2, 0.0], [0.1, 0.0, -0.1], [0.1, 0.0, 0.0], [-0.1, -0.1, 0.1], [0.1, 0.2, 0.0]],
  "spin_multiplicity": 1,
  "total_energy_ev": -8426.2463,
  "homo_ev": -7.55
}